No. 1
{
  "formula": "C4H3NO2S",
  "method": "ωB97M-V with the def2-TZVPD basis set",
  "smiles": "Oc1ocnc1C=S",
  "species": ["C", "C", "C", "C", "N", "O", "O", "S", "H", "H", "H"],
  "coordinates": [[1.15, -1.54, -0.01], [-0.46, -0.17, 0.01], [0.64, 0.52, -0.31], [-2.02, 0.40, 0.44], [-0.12, -1.44, 0.24], [1.72, -0.31, -0.24], [0.92, 1.85, -0.39], [-3.30, 0.24, -0.49], [1.82, -2.39, 0.10], [-2.12, 1.07, 1.34], [1.78, 1.77, -0.69]],
  "mulliken_charge": [0.048, 0.146, 0.657, -0.320, -0.518, -0.344, -0.465, -0.175, 0.375, 0.269, 0.326]
}

No. 2
{
  "formula": "C4H9NO2",
  "method": "ωB97M-V with the def2-TZVPD basis set",
  "charge": 1,
  "spin_multiplicity": 2,
  "s_squared": 0.768,
  "species": ["C", "N", "C", "C", "C", "O", "O", "H", "H", "H", "H", "H", "H", "H", "H", "H"],
  "coordinates": [[0.99, -1.62, -0.66], [0.61, -0.34, -1.08], [-1.70, 0.09, -0.47], [-0.25, 0.47, -0.26], [0.23, 0.55, 1.25], [1.56, 0.92, 1.34], [0.53, -2.13, 0.32], [1.69, -2.14, -1.34], [1.34, 0.21, -1.56], [-1.92, -0.07, -1.53], [-2.40, 0.89, -0.18], [-2.00, -0.81, 0.06], [-0.07, 1.52, -0.53], [-0.53, 1.08, 1.84], [0.20, -0.47, 1.65], [1.72, 1.86, 1.14]],
  "mulliken_charge": [0.041, -0.001, -1.419, 0.342, -0.713, -0.444, -0.286, 0.413, 0.368, 0.389, 0.404, 0.344, 0.360, 0.401, 0.421, 0.379]
}

No. 3
{
  "formula": "C40H41N9O4SScSe",
  "method": "ωB97M-V with the def2-TZVPD basis set",
  "charge": 1,
  "species": ["Sc", "N", "C", "N", "C", "N", "C", "C", "N", "C", "C", "N", "H", "H", "H", "H", "H", "O", "C", "N", "S", "O", "O", "C", "C", "C", "C", "C", "C", "H", "H", "H", "H", "C", "N", "C", "Se", "N", "C", "C", "C", "C", "C", "C", "H", "H", "H", "H", "H", "H", "H", "H", "C", "C", "C", "C", "C", "C", "C", "O", "C", "C", "C", "H", "H", "H", "H", "H", "H", "H", "H", "H", "H", "H", "H", "C", "N", "C", "C", "C", "C", "C", "C", "C", "C", "H", "H", "H", "H", "H", "H", "H", "H", "H", "H", "H", "H"],
  "coordinates": [[-1.19, -1.32, 0.20], [-2.94, -4.61, 2.67], [-2.56, -3.33, 2.64], [-1.97, -3.09, 1.49], [-2.03, -4.28, 0.84], [-2.61, -5.24, 1.52], [-1.47, -4.42, -0.51], [-1.38, -5.63, -1.18], [-0.85, -5.71, -2.39], [-0.40, -4.58, -2.93], [-0.47, -3.37, -2.26], [-1.01, -3.29, -1.05], [-3.41, -5.11, 3.40], [-2.71, -2.63, 3.45], [-1.75, -6.54, -0.72], [0.03, -4.64, -3.92], [-0.09, -2.46, -2.70], [-3.57, -2.27, -0.55], [-3.98, -1.17, -0.17], [-3.12, -0.24, 0.30], [-3.85, 1.24, 0.38], [-3.51, 1.99, -0.81], [-3.64, 1.86, 1.65], [-5.48, 0.61, 0.19], [-6.69, 1.28, 0.27], [-7.84, 0.54, 0.00], [-7.77, -0.81, -0.34], [-6.54, -1.46, -0.43], [-5.40, -0.73, -0.15], [-6.74, 2.33, 0.53], [-8.80, 1.02, 0.06], [-8.68, -1.35, -0.55], [-6.47, -2.50, -0.71], [0.02, 2.82, 3.66], [0.98, 1.73, 3.52], [0.68, 0.48, 3.12], [-1.06, -0.09, 2.76], [1.81, -0.24, 3.11], [2.88, 0.56, 3.48], [4.24, 0.30, 3.58], [5.05, 1.36, 3.95], [4.52, 2.62, 4.22], [3.16, 2.88, 4.12], [2.35, 1.82, 3.74], [-0.90, 2.44, 4.09], [-0.19, 3.26, 2.69], [0.45, 3.56, 4.32], [1.86, -1.18, 2.73], [4.64, -0.68, 3.36], [6.11, 1.20, 4.05], [5.18, 3.42, 4.51], [2.76, 3.87, 4.32], [2.78, 4.85, -3.48], [1.73, 3.82, -3.18], [1.11, 3.77, -1.94], [0.14, 2.83, -1.63], [-0.51, 2.86, -0.27], [-0.23, 1.93, -2.63], [-1.19, 0.84, -2.40], [-1.07, 0.00, -1.52], [0.35, 1.98, -3.91], [0.00, 0.97, -4.98], [1.33, 2.92, -4.16], [3.19, 5.28, -2.56], [2.36, 5.67, -4.07], [3.60, 4.42, -4.05], [1.40, 4.49, -1.18], [0.02, 3.57, 0.37], [-0.49, 1.89, 0.23], [-1.55, 3.16, -0.34], [-2.05, 0.75, -3.08], [-1.05, 0.69, -4.98], [0.59, 0.06, -4.85], [0.23, 1.37, -5.97], [1.81, 2.94, -5.13], [4.28, 0.65, -1.44], [2.84, 0.67, -1.23], [2.53, 1.26, 0.06], [2.16, -0.61, -1.46], [2.17, -1.61, -0.32], [3.36, -2.29, -0.06], [3.48, -3.19, 0.98], [2.37, -3.43, 1.78], [1.18, -2.77, 1.51], [1.02, -1.83, 0.47], [4.65, 1.67, -1.43], [4.51, 0.21, -2.41], [4.83, 0.09, -0.67], [2.82, 2.31, 0.06], [3.06, 0.76, 0.89], [1.46, 1.18, 0.25], [2.62, -1.06, -2.35], [1.13, -0.38, -1.71], [4.22, -2.11, -0.71], [4.42, -3.70, 1.16], [2.43, -4.14, 2.60], [0.35, -2.98, 2.17]],
  "mulliken_charge": [-1.064, 0.046, -0.604, 0.942, 0.136, -0.804, 0.401, -0.457, -0.582, -0.632, -0.402, 0.957, 0.202, 0.562, 0.518, 0.423, 0.409, -0.696, 0.548, 0.447, 1.055, -0.683, -0.667, 0.348, -0.713, -0.561, -0.614, -0.520, -0.178, 0.489, 0.421, 0.418, 0.562, -0.862, 0.312, -0.517, -0.071, 0.520, 0.474, -0.586, -0.655, -0.658, -1.034, 1.007, 0.381, 0.192, 0.368, -0.266, 0.521, 0.420, 0.419, 0.375, -1.724, 0.490, -0.626, 0.600, -1.016, 0.964, -1.037, 0.207, 0.672, -1.820, -0.867, 0.382, 0.369, 0.411, 0.422, 0.505, -0.268, 0.423, 0.527, 0.332, 0.270, 0.487, 0.437, -1.109, 0.506, -0.732, -0.684, 0.524, -0.287, -1.284, -0.174, -1.373, 3.096, 0.328, 0.365, 0.315, 0.565, 0.585, -0.651, 1.051, -1.787, 0.567, 0.438, 0.493, 0.061]
}

No. 4
{
  "formula": "C4H13N2S",
  "method": "ωB97M-V with the def2-TZVPD basis set",
  "charge": 1,
  "species": ["C", "C", "N", "N", "H", "H", "H", "H", "H", "H", "H", "C", "S", "C", "H", "H", "H", "H", "H", "H"],
  "coordinates": [[1.10, -1.14, -0.80], [0.69, -1.24, -2.13], [1.77, -1.53, -3.08], [0.30, -0.87, 0.27], [2.19, -1.24, -0.62], [-0.26, -1.16, -2.53], [1.75, -1.13, -4.05], [2.66, -1.10, -2.75], [1.95, -2.53, -3.25], [-0.45, -0.20, 0.21], [0.69, -0.83, 1.25], [-0.29, 2.34, 1.83], [-1.63, 1.67, 0.83], [-2.45, 0.55, 1.99], [0.37, 1.56, 2.17], [-0.73, 2.85, 2.68], [0.27, 3.08, 1.23], [-3.30, 0.06, 1.51], [-1.80, -0.24, 2.38], [-2.83, 1.11, 2.86]],
  "mulliken_charge": [-0.221, -0.318, -0.382, -0.345, 0.213, 0.444, 0.377, 0.387, 0.360, 0.026, 0.301, -0.699, -0.108, -0.761, 0.230, 0.296, 0.297, 0.308, 0.289, 0.307]
}

No. 5
{
  "formula": "C23H16AsI2N2O6S2W",
  "method": "ωB97M-V with the def2-TZVPD basis set",
  "charge": 3,
  "species": ["W", "I", "C", "I", "H", "H", "O", "As", "O", "O", "C", "C", "C", "C", "C", "C", "S", "O", "O", "O", "H", "H", "H", "H", "H", "S", "C", "N", "C", "C", "C", "C", "C", "C", "H", "H", "H", "H", "H", "N", "C", "C", "C", "C", "C", "C", "C", "C", "C", "H", "H", "H", "H"],
  "coordinates": [[1.06, -0.97, -0.56], [3.64, -1.54, 0.64], [4.59, 0.38, 0.34], [3.58, 2.06, 1.10], [4.73, 0.46, -0.73], [5.54, 0.25, 0.86], [-2.14, -2.96, -1.70], [-0.48, -3.15, -2.11], [0.12, -2.54, -0.45], [-0.22, -1.31, -2.46], [0.09, -0.93, -3.78], [-0.89, -0.81, -4.73], [-0.52, -0.48, -6.03], [0.80, -0.27, -6.38], [1.80, -0.38, -5.42], [1.43, -0.71, -4.12], [2.59, -0.82, -2.86], [3.93, -0.67, -3.25], [2.23, -2.04, -2.03], [2.12, 0.23, -1.80], [-2.72, -3.70, -1.94], [-1.93, -0.97, -4.45], [-1.29, -0.39, -6.79], [1.06, -0.02, -7.40], [2.84, -0.21, -5.67], [-1.20, 3.00, -1.05], [0.02, 1.86, -1.10], [-0.28, 0.67, -0.62], [-1.61, 0.63, -0.13], [-2.27, -0.44, 0.48], [-3.57, -0.24, 0.88], [-4.23, 0.98, 0.69], [-3.58, 2.04, 0.09], [-2.26, 1.85, -0.31], [0.99, 2.10, -1.50], [-1.79, -1.39, 0.65], [-4.11, -1.06, 1.36], [-5.26, 1.09, 1.01], [-4.08, 2.99, -0.06], [-0.74, 1.59, 8.81], [-0.49, 1.28, 7.73], [-0.19, 0.90, 6.38], [-1.07, 1.26, 5.36], [-0.79, 0.90, 4.07], [0.39, 0.16, 3.79], [1.27, -0.21, 4.84], [0.98, 0.16, 6.13], [0.67, -0.21, 2.49], [0.91, -0.55, 1.32], [-1.97, 1.83, 5.59], [-1.46, 1.16, 3.25], [2.16, -0.78, 4.62], [1.63, -0.11, 6.95]],
  "mulliken_charge": [0.442, 0.351, -0.779, 0.206, 0.333, 0.524, -0.520, 0.748, -0.648, 0.326, -0.441, -0.580, -0.628, -0.774, -0.650, 0.661, 1.712, -0.563, -0.551, -0.559, 0.362, 0.569, 0.469, 0.469, 0.554, -0.138, -0.212, 0.324, -0.087, -0.196, -1.119, -0.688, -0.571, 0.637, 0.367, 0.485, 0.514, 0.487, 0.484, -0.284, -0.293, 0.725, -0.781, -0.305, 0.367, -0.638, -0.754, 0.656, 1.031, 0.508, 0.443, 0.494, 0.512]
}

Calculated relative energy (zero: lowest compared OMol25 entry of this formula, charge and spin) in order - 275.7; 188.2; 22.0; 170.2; 6.6 kJ/mol
Calculated energy in order - -757.5578; -362.6883; -5902.9490; -667.6150; -5140.6121 Eh
Calculated max |F| in order - 4.83; 1.79; 0.45; 4.01; 0.14 eV/A